DFT (the ωB97M-V functional and the def2-TZVPD basis) results for a 13-piece molecular cluster, C60H89N9O19 overall at a distorted geometry.

The calculation puts the HOMO energy at -3.4 eV.

Last columns: bonded neighbours and bond lengths (Å).
CARTESIAN COORDINATES (ANGSTROEM)
1 C 0.40 -3.20 -1.85  C2 1.510, H13 1.090, H14 1.090, H15 1.090
2 C -0.05 -2.03 -2.70  C1 1.510, C3 1.540, H16 1.090, H17 1.090
3 C -0.49 -0.79 -1.90  C2 1.540, C4 1.595, H18 1.090, H19 1.090
4 C -1.81 -1.07 -1.05  C3 1.595, N5 1.559, H20 1.090, H21 1.090
5 N -2.48 0.14 -0.32  C4 1.559, C6 1.469, C9 1.556, C10 1.542
6 C -3.09 1.10 -1.24  N5 1.469, C7 1.538, H22 1.090, H23 1.090
7 C -4.44 0.50 -1.68  C6 1.538, C8 1.566, H24 1.090, H25 1.090
8 C -4.98 0.01 -0.29  C7 1.566, C9 1.526, H26 1.090, H27 1.090
9 C -3.72 -0.28 0.52  N5 1.556, C8 1.526, H28 1.090, H29 1.090
10 C -1.40 0.89 0.49  N5 1.542, C11 1.575, H30 1.090, H31 1.090
11 C -0.46 0.05 1.44  C10 1.575, C12 1.544, H32 1.090, H33 1.090
12 C 0.75 0.89 1.92  C11 1.544, H34 1.090, H35 1.090, H36 1.090
13 H 1.03 -2.88 -1.02  C1 1.090
14 H 0.90 -4.00 -2.40  C1 1.090
15 H -0.40 -3.83 -1.47  C1 1.090
16 H -0.84 -2.36 -3.38  C2 1.090
17 H 0.80 -1.81 -3.34  C2 1.090
18 H -0.43 0.19 -2.38  C3 1.090
19 H 0.35 -0.56 -1.24  C3 1.090
20 H -1.55 -1.76 -0.25  C4 1.090
21 H -2.46 -1.65 -1.70  C4 1.090
22 H -3.25 2.00 -0.64  C6 1.090
23 H -2.44 1.34 -2.08  C6 1.090
24 H -4.96 1.32 -2.17  C7 1.090
25 H -4.39 -0.35 -2.36  C7 1.090
26 H -5.37 0.83 0.32  C8 1.090
27 H -5.59 -0.88 -0.32  C8 1.090
28 H -3.74 0.09 1.54  C9 1.090
29 H -3.70 -1.37 0.61  C9 1.090
30 H -1.99 1.51 1.16  C10 1.090
31 H -0.74 1.39 -0.22  C10 1.090
32 H 0.08 -0.62 0.76  C11 1.090
33 H -1.03 -0.59 2.11  C11 1.090
34 H 0.33 1.76 2.42  C12 1.090
35 H 1.45 1.25 1.18  C12 1.090
36 H 1.30 0.32 2.67  C12 1.090
37 C -6.22 -4.22 8.44  C38 1.488, H41 1.090, H42 1.090, H43 1.090
38 C -7.31 -4.14 9.45  C37 1.488, C39 1.515, O40 1.390, H44 1.090
39 C -6.92 -4.48 10.87  C38 1.515, H45 1.090, H46 1.090, H47 1.090
40 O -8.18 -3.05 9.38  C38 1.390
41 H -5.55 -3.40 8.68  C37 1.090
42 H -6.53 -4.26 7.40  C37 1.090
43 H -5.58 -5.08 8.64  C37 1.090
44 H -7.91 -5.03 9.28  C38 1.090
45 H -7.72 -4.40 11.61  C39 1.090
46 H -6.29 -3.78 11.42  C39 1.090
47 H -6.64 -5.53 10.94  C39 1.090
48 C -9.55 6.06 3.54  C49 1.416, C53 1.413, H56 1.080
49 C -8.73 5.21 4.33  C48 1.416, C50 1.439, H57 1.080
50 C -9.35 4.06 4.93  C49 1.439, C51 1.369, O55 1.384
51 C -10.68 3.78 4.72  C50 1.369, C52 1.435, H58 1.080
52 C -11.50 4.69 3.98  C51 1.435, C53 1.402, H59 1.080
53 C -10.93 5.82 3.37  C48 1.413, C52 1.402, O54 1.346
54 O -11.77 6.74 2.85  C53 1.346, H60 0.960
55 O -8.48 3.36 5.75  C50 1.384, H61 0.960
56 H -9.15 6.98 3.15  C48 1.080
57 H -7.72 5.37 4.66  C49 1.080
58 H -11.14 2.95 5.23  C51 1.080
59 H -12.58 4.62 3.99  C52 1.080
60 H -11.42 7.62 2.72  O54 0.960
61 H -8.82 2.56 6.14  O55 0.960
62 C -1.86 8.82 2.24  C63 1.426, C67 1.322, H70 1.080
63 C -2.21 8.64 0.87  C62 1.426, C64 1.386, H71 1.080
64 C -3.26 9.32 0.27  C63 1.386, C65 1.376, O69 1.416
65 C -3.99 10.21 1.02  C64 1.376, C66 1.453, H72 1.080
66 C -3.70 10.31 2.44  C65 1.453, C67 1.394, H73 1.080
67 C -2.61 9.61 2.98  C62 1.322, C66 1.394, O68 1.313
68 O -2.52 9.58 4.28  C67 1.313, H74 0.960
69 O -3.38 9.19 -1.13  C64 1.416, H75 0.960
70 H -0.96 8.34 2.61  C62 1.080
71 H -1.54 8.00 0.32  C63 1.080
72 H -4.77 10.83 0.59  C65 1.080
73 H -4.36 10.94 3.02  C66 1.080
74 H -3.07 10.20 4.77  O68 0.960
75 H -3.07 9.94 -1.64  O69 0.960
76 C 6.40 -5.81 -9.06  C77 1.359, C81 1.418, H84 1.080
77 C 5.47 -6.53 -9.74  C76 1.359, C78 1.407, H85 1.080
78 C 5.18 -6.14 -11.07  C77 1.407, C79 1.375, O83 1.388
79 C 5.56 -4.94 -11.62  C78 1.375, C80 1.402, H86 1.080
80 C 6.51 -4.20 -10.90  C79 1.402, C81 1.410, H87 1.080
81 C 6.90 -4.60 -9.61  C76 1.418, C80 1.410, O82 1.345
82 O 7.81 -3.89 -8.91  C81 1.345, H88 0.960
83 O 4.33 -6.96 -11.79  C78 1.388, H89 0.960
84 H 6.75 -6.08 -8.08  C76 1.080
85 H 4.91 -7.35 -9.33  C77 1.080
86 H 5.28 -4.64 -12.62  C79 1.080
87 H 6.86 -3.26 -11.30  C80 1.080
88 H 8.31 -3.33 -9.51  O82 0.960
89 H 4.52 -7.89 -11.69  O83 0.960
90 C 9.84 -8.92 3.49  C91 1.442, C95 1.435, H98 1.080
91 C 8.96 -7.78 3.63  C90 1.442, C92 1.396, H99 1.080
92 C 9.36 -6.58 4.21  C91 1.396, C93 1.408, O97 1.373
93 C 10.66 -6.36 4.70  C92 1.408, C94 1.430, H100 1.080
94 C 11.57 -7.44 4.53  C93 1.430, C95 1.393, H101 1.080
95 C 11.18 -8.61 3.88  C90 1.435, C94 1.393, O96 1.355
96 O 12.17 -9.54 3.74  C95 1.355, H102 0.960
97 O 8.49 -5.52 4.29  C92 1.373, H103 0.960
98 H 9.58 -9.91 3.14  C90 1.080
99 H 7.95 -7.92 3.26  C91 1.080
100 H 10.96 -5.41 5.12  C93 1.080
101 H 12.61 -7.19 4.71  C94 1.080
102 H 11.88 -10.33 4.19  O96 0.960
103 H 8.54 -4.82 3.64  O97 0.960
104 C -5.30 -5.30 -8.46  C105 1.314, C109 1.391, H112 1.080
105 C -5.24 -4.00 -8.62  C104 1.314, C106 1.480, H113 1.080
106 C -6.50 -3.35 -9.04  C105 1.480, C107 1.371, O111 1.355
107 C -7.67 -4.06 -9.10  C106 1.371, C108 1.351, H114 1.080
108 C -7.71 -5.35 -8.70  C107 1.351, C109 1.393, H115 1.080
109 C -6.49 -6.01 -8.58  C104 1.391, C108 1.393, O110 1.380
110 O -6.38 -7.39 -8.52  C109 1.380, H116 0.960
111 O -6.54 -2.02 -9.27  C106 1.355, H117 0.960
112 H -4.39 -5.88 -8.38  C104 1.080
113 H -4.24 -3.57 -8.61  C105 1.080
114 H -8.56 -3.49 -9.35  C107 1.080
115 H -8.53 -6.04 -8.77  C108 1.080
116 H -7.23 -7.81 -8.36  O110 0.960
117 H -7.47 -1.82 -9.13  O111 0.960
118 C 11.12 -4.21 -2.10  C119 1.411, C123 1.430, H126 1.080
119 C 10.00 -3.36 -1.96  C118 1.411, C120 1.371, H127 1.080
120 C 10.10 -2.01 -2.16  C119 1.371, C121 1.408, O125 1.359
121 C 11.26 -1.46 -2.74  C120 1.408, C122 1.371, H128 1.080
122 C 12.36 -2.25 -2.97  C121 1.371, C123 1.377, H129 1.080
123 C 12.26 -3.60 -2.71  C118 1.430, C122 1.377, O124 1.384
124 O 13.30 -4.41 -3.12  C123 1.384, H130 0.960
125 O 9.09 -1.17 -1.82  C120 1.359, H131 0.960
126 H 11.09 -5.29 -2.03  C118 1.080
127 H 9.08 -3.80 -1.61  C119 1.080
128 H 11.27 -0.41 -2.99  C121 1.080
129 H 13.28 -1.99 -3.47  C122 1.080
130 H 12.98 -5.30 -2.99  O124 0.960
131 H 9.20 -0.47 -2.46  O125 0.960
132 C 1.40 4.87 -8.27  C133 1.423, C137 1.357, H140 1.080
133 C 1.55 6.01 -7.43  C132 1.423, C134 1.340, H141 1.080
134 C 2.42 5.81 -6.43  C133 1.340, C135 1.380, O139 1.381
135 C 3.22 4.70 -6.31  C134 1.380, C136 1.374, H142 1.080
136 C 3.13 3.67 -7.22  C135 1.374, C137 1.353, H143 1.080
137 C 2.15 3.75 -8.16  C132 1.357, C136 1.353, O138 1.335
138 O 2.03 2.75 -9.04  C137 1.335, H144 0.960
139 O 2.66 6.80 -5.49  C134 1.381, H145 0.960
140 H 0.82 5.00 -9.17  C132 1.080
141 H 0.94 6.87 -7.64  C133 1.080
142 H 4.09 4.68 -5.66  C135 1.080
143 H 3.81 2.84 -7.19  C136 1.080
144 H 1.59 2.88 -9.88  O138 0.960
145 H 3.37 6.54 -4.89  O139 0.960
146 C -1.02 2.51 9.25  O147 1.223, N148 1.336, N149 1.298
147 O 0.13 2.86 9.50  C146 1.223
148 N -1.84 3.28 8.54  C146 1.336, H150 1.010, H151 1.010
149 N -1.53 1.36 9.57  C146 1.298, H152 1.010, H153 1.010
150 H -2.79 2.93 8.48  N148 1.010
151 H -1.44 4.11 8.12  N148 1.010
152 H -0.85 0.77 10.03  N149 1.010
153 H -2.49 1.15 9.32  N149 1.010
154 C 6.63 7.48 2.21  O155 1.204, N156 1.280, N157 1.296
155 O 6.26 6.94 1.20  C154 1.204
156 N 7.60 7.08 2.94  C154 1.280, H158 1.010, H159 1.010
157 N 6.36 8.73 2.47  C154 1.296, H160 1.010, H161 1.010
158 H 7.96 6.15 2.79  N156 1.010
159 H 7.90 7.70 3.68  N156 1.010
160 H 6.69 9.16 3.33  N157 1.010
161 H 5.63 9.15 1.93  N157 1.010
162 C -13.88 -1.85 2.42  O163 1.213, N164 1.314, N165 1.329
163 O -14.92 -1.57 2.97  C162 1.213
164 N -13.55 -1.59 1.17  C162 1.314, H166 1.010, H167 1.010
165 N -12.98 -2.53 3.12  C162 1.329, H168 1.010, H169 1.010
166 H -14.26 -1.08 0.66  N164 1.010
167 H -12.73 -1.90 0.68  N164 1.010
168 H -12.31 -3.15 2.70  N165 1.010
169 H -13.33 -2.81 4.03  N165 1.010
170 C 7.29 1.67 8.37  O171 1.230, N172 1.263, N173 1.290
171 O 8.20 1.63 7.54  C170 1.230
172 N 7.03 2.77 8.93  C170 1.263, H174 1.010, H175 1.010
173 N 6.58 0.66 8.73  C170 1.290, H176 1.010, H177 1.010
174 H 6.14 2.73 9.41  N172 1.010
175 H 7.66 3.55 8.76  N172 1.010
176 H 5.78 1.01 9.24  N173 1.010
177 H 6.61 -0.21 8.21  N173 1.010